147
Properties=species:S:1:pos:R:3:forces:R:3 method="wB97M-V/def2-TZVPD" gap_ev=8.5 homo_energy_ev=-8.96 smiles="CC(=O)OC(=O)CN(C(=O)NC(=O)F)[C@@H]([C@H](Cl)O[C@](CCCCN(C)C(C)=O)(CB(O)O)C[C@H](C)I)C(F)(F)C(F)(F)F.CNC(C)=O.CNC(C)=O.CNC(C)=O.CNC(C)=O.CNC(C)=O.CNC(C)=O" charge=0
C 1.238782 -1.294067 2.441226 0.414 -0.167 -1.057
C 0.743759 -2.804315 2.095028 -2.561 0.796 3.230
O -0.249422 -3.230370 2.731685 3.942 0.927 -3.241
O 1.506863 -3.536981 1.122695 -2.351 -0.009 -0.203
C 0.770418 -4.640671 0.577105 -1.270 -4.377 2.323
O 0.546453 -5.662724 1.285224 1.094 4.602 -3.304
C 0.156581 -4.597077 -0.930550 0.404 -0.480 1.113
N 0.423281 -3.250011 -1.504594 1.185 -0.766 -2.714
C 1.778944 -3.103911 -2.024147 3.604 -3.777 -0.318
O 2.590877 -4.089476 -2.111504 -3.790 3.592 0.664
N 2.353505 -1.778926 -2.456095 0.248 -0.760 2.195
C 3.027119 -1.110895 -1.297215 -1.396 4.497 0.910
O 2.786651 0.101994 -1.062808 1.930 -6.218 -0.709
F 3.898161 -1.887414 -0.474779 -2.164 1.647 -2.158
C -0.635609 -2.770704 -2.435285 -1.000 1.114 1.125
C -0.739557 -1.127415 -2.293764 0.129 -1.856 -0.876
Cl -0.249154 -0.800448 -0.518133 -0.663 0.375 -1.399
O -2.088245 -0.811803 -2.581597 2.396 0.022 0.193
C -2.384238 0.545062 -2.938557 -2.418 2.287 -0.176
C -3.112851 0.485528 -4.406499 -1.092 -0.544 1.238
C -3.888795 1.853698 -4.788110 1.301 0.744 -0.135
C -3.442521 2.281264 -6.275101 -1.140 0.227 -0.279
C -3.459706 3.863816 -6.562570 -1.181 -0.807 -1.275
N -2.724946 4.693837 -5.562134 -0.461 1.484 -0.965
C -3.685103 5.446696 -4.652005 0.859 1.239 0.427
C -1.938451 5.780570 -6.205143 0.016 2.731 -2.999
C -0.550611 6.323114 -5.546931 -0.864 -0.766 0.751
O -2.297860 6.388843 -7.269319 1.089 -3.005 4.011
C -1.251658 1.659875 -2.808964 0.247 1.096 -1.153
B -0.379998 1.927634 -4.186058 0.336 0.539 -1.297
O 0.161485 0.854336 -5.012925 -1.339 1.025 0.937
O -0.130897 3.284081 -4.684620 1.071 -2.335 1.644
C -3.603179 1.022755 -1.937833 0.366 -0.924 0.271
C -3.366495 0.630317 -0.399788 -2.711 0.058 0.147
C -4.835981 0.730123 0.316941 0.053 -1.416 -0.981
I -2.132046 2.122352 0.683503 -0.341 -0.734 -0.506
C -0.500641 -3.265612 -3.948516 1.339 -0.633 -1.153
F 0.444794 -2.491050 -4.733546 -1.996 -1.704 2.190
F 0.006180 -4.625534 -4.026146 -1.298 3.297 0.967
C -1.869043 -3.262834 -4.807960 -1.006 -1.107 -2.183
F -1.967952 -4.522999 -5.508669 0.021 3.263 1.788
F -3.056370 -3.146551 -4.053914 3.173 0.068 -2.011
F -1.756898 -2.276726 -5.833225 -0.945 -2.285 2.876
H 1.559183 -1.199510 3.541749 -0.600 -0.417 -1.740
H 0.362767 -0.566682 2.245220 1.228 -1.434 0.454
H 2.093540 -0.945988 1.753936 -1.191 -0.703 1.112
H -0.973711 -4.815981 -0.783313 1.898 0.861 -0.225
H 0.543455 -5.475577 -1.576562 -0.227 1.503 1.289
H 3.099275 -1.969854 -3.162614 -0.848 -0.216 0.759
H -1.640279 -3.147059 -1.990167 1.690 0.504 -1.059
H 0.055546 -0.722609 -3.006948 -1.252 0.178 1.227
H -3.946305 -0.314492 -4.268303 1.574 1.096 -0.247
H -2.428862 0.078070 -5.226478 -0.863 0.839 1.131
H -3.564775 2.725355 -4.091731 -0.360 -1.627 -1.086
H -5.034693 1.778682 -4.653161 1.911 -0.075 -0.456
H -4.224104 1.813808 -6.998334 1.464 0.763 0.963
H -2.423659 1.848258 -6.564208 -1.317 0.639 0.622
H -4.574114 4.193884 -6.617802 1.775 -0.478 0.138
H -3.066933 4.000664 -7.646675 -0.416 0.024 2.004
H -4.612914 5.832822 -5.216391 1.291 -0.817 0.828
H -3.101451 6.403079 -4.339673 -1.125 -1.568 -0.142
H -3.940678 4.868041 -3.699371 0.221 0.685 -1.502
H -0.421377 5.866053 -4.495986 -0.112 0.707 -1.717
H -0.569559 7.477727 -5.465809 -0.033 -2.039 -0.414
H 0.311295 5.961916 -6.220144 -1.427 0.664 1.007
H -1.802915 2.670176 -2.639142 0.966 -1.761 -0.131
H -0.527597 1.566948 -1.928483 -1.143 -0.140 -1.056
H -0.429397 0.651053 -5.770584 0.723 0.271 0.628
H 0.850453 3.365983 -4.825471 -1.375 -0.171 -0.296
H -4.570666 0.500247 -2.315912 1.546 0.676 0.878
H -3.800089 2.147433 -1.990773 0.418 -1.609 0.003
H -3.017135 -0.441100 -0.217174 0.104 1.832 -0.401
H -5.387443 -0.236591 -0.028390 0.840 1.454 0.517
H -5.465631 1.607156 -0.076631 1.360 -1.393 1.015
H -4.776231 0.656417 1.458902 -0.069 0.508 -1.750
C -6.360222 6.751799 0.136639 0.443 -0.004 0.220
N -5.946117 5.430249 0.555095 -0.311 -0.432 -0.121
C -6.624968 4.256916 0.437809 0.479 -0.147 0.316
C -7.986238 4.287704 -0.203116 -0.138 -0.118 -0.058
O -6.122127 3.217889 0.849547 -0.440 0.564 -0.014
H -5.626058 7.130044 -0.578185 -0.196 0.219 -0.045
H -6.370039 7.401104 1.014747 -0.134 0.188 -0.185
H -7.346533 6.749570 -0.323550 0.120 -0.093 0.073
H -5.041671 5.327498 0.994986 -0.099 0.020 -0.035
H -8.398823 3.278219 -0.223920 0.177 0.117 0.073
H -8.659407 4.924152 0.375358 -0.007 0.059 -0.185
H -7.909565 4.650824 -1.230501 -0.138 0.119 0.083
C 3.601013 -1.526425 7.413980 0.003 -0.021 -0.021
N 2.920362 -0.329245 6.968255 -0.712 0.015 -0.008
C 1.583003 -0.115132 6.844196 0.341 0.536 -0.157
C 0.649219 -1.238912 7.204926 -0.214 -0.022 -0.007
O 1.172873 0.970746 6.447306 -0.110 -0.101 0.065
H 4.200366 -1.271394 8.287572 0.005 -0.380 -0.110
H 4.261767 -1.859803 6.613624 0.018 -0.203 0.308
H 2.907457 -2.326326 7.669829 -0.123 0.208 -0.086
H 3.480112 0.470811 6.707446 0.014 -0.162 0.013
H -0.381341 -0.915144 7.053457 0.211 0.071 -0.032
H 0.837150 -2.103810 6.564869 0.004 -0.072 0.193
H 0.775482 -1.509386 8.255516 0.037 -0.175 -0.111
C 0.977601 -5.775442 -6.345873 -0.230 -0.163 0.164
N 0.304085 -7.034546 -6.577599 0.182 -0.226 -0.383
C 0.558556 -7.963865 -7.539932 -0.536 -0.451 0.217
C 1.675301 -7.689065 -8.510620 0.109 -0.059 -0.156
O -0.113996 -8.984915 -7.594737 0.216 0.201 -0.076
H 1.385887 -5.788822 -5.334387 0.197 0.224 -0.196
H 0.239593 -4.975718 -6.422708 0.308 0.132 -0.042
H 1.780639 -5.598121 -7.059208 -0.120 -0.151 0.019
H -0.458422 -7.290237 -5.965722 0.093 0.059 -0.074
H 1.754741 -8.518682 -9.214141 -0.128 0.069 0.186
H 1.467209 -6.776801 -9.074155 0.178 0.025 0.077
H 2.623443 -7.597370 -7.976114 -0.016 0.163 -0.108
C 7.267997 2.548415 8.388112 -0.360 -0.048 0.346
N 6.585649 1.289147 8.182390 0.106 -0.325 -0.417
C 6.821532 0.347694 7.227600 -0.299 -0.319 0.167
C 7.923738 0.606188 6.236576 0.072 -0.075 -0.150
O 6.143049 -0.672814 7.195572 0.575 0.483 -0.082
H 7.693138 2.546732 9.394115 0.142 0.239 -0.097
H 6.532377 3.352229 8.313295 0.241 0.174 -0.005
H 8.059991 2.713001 7.660105 -0.129 -0.112 0.054
H 5.831913 1.044071 8.809367 0.120 0.062 -0.039
H 7.988980 -0.232095 5.541911 -0.116 0.072 0.187
H 7.710434 1.512485 5.665428 0.178 0.024 0.075
H 8.880390 0.700348 6.755095 -0.023 0.155 -0.108
C 3.183999 -6.461110 2.391708 0.140 -0.364 0.413
N 4.542351 -6.560709 2.881701 0.363 0.306 -0.216
C 5.633472 -5.846421 2.491867 0.391 -0.357 0.463
C 5.451460 -4.809275 1.416200 0.079 0.134 -0.103
O 6.720682 -6.058164 3.014370 -0.160 0.132 -0.176
H 2.534214 -6.211352 3.232781 -0.233 0.061 -0.266
H 2.893106 -7.435419 1.992947 -0.268 0.163 -0.116
H 3.079436 -5.706133 1.616333 0.157 -0.101 0.167
H 4.743323 -7.235982 3.605920 -0.025 0.093 -0.099
H 6.408187 -4.325594 1.215132 -0.089 -0.165 0.137
H 5.102186 -5.280746 0.494776 -0.145 0.159 0.031
H 4.741403 -4.047117 1.745451 -0.088 -0.061 -0.189
C 0.410119 4.934671 9.489951 -0.185 0.424 0.174
N -0.209061 5.832853 8.540217 -0.001 -0.102 -0.359
C -0.367539 5.663142 7.197726 -0.274 0.478 -0.272
C 0.153040 4.393962 6.580194 -0.034 -0.023 -0.088
O -0.920261 6.531699 6.534609 0.114 -0.176 0.123
H -0.330592 4.676801 10.250288 0.202 -0.213 0.095
H 1.241509 5.459946 9.965846 0.079 -0.263 0.123
H 0.778034 4.024905 9.018914 -0.092 0.142 -0.040
H -0.583260 6.707559 8.880454 0.050 -0.126 -0.033
H -0.046431 4.404663 5.508125 -0.025 0.107 0.198
H 1.232233 4.318906 6.729847 -0.090 -0.222 0.065
H -0.351753 3.529440 7.016410 0.261 -0.076 -0.023